1.
The following is a DFT calculation (the ωB97M-V functional and the def2-TZVPD basis) of a cluster of 2 separate species, C8H11BBrF4N in total in a non-equilibrium geometry.

Cartesian coordinates (Å):
Br -0.68 0.76 5.33
C -2.23 0.80 4.06
C -1.59 1.20 2.61
C -0.70 0.00 2.00
C 0.14 0.46 0.69
C 0.65 -0.70 -0.23
C 1.43 -0.26 -1.52
C 1.67 1.26 -1.79
C 1.09 2.27 -0.77
N 0.37 1.86 0.43
H -2.73 -0.22 3.92
H -2.98 1.64 4.30
H -2.43 1.39 1.84
H -1.02 2.17 2.79
H -0.01 -0.51 2.76
H -1.45 -0.80 1.62
H 0.47 -1.80 0.03
H 1.80 -1.10 -2.22
H 2.27 1.62 -2.70
H 1.24 3.40 -0.96
H 0.06 2.63 1.04
B 0.93 -3.22 -4.65
F 1.84 -2.86 -3.59
F 1.41 -2.70 -5.89
F 0.83 -4.64 -4.73
F -0.37 -2.66 -4.36

Values from the calculation:
HOMO, eV: -9.97
Strongest force on any atom, Eh/bohr: 0.1092
Gap between HOMO and LUMO, eV: 7.6

***

2.
The following is a DFT calculation (the ωB97M-V functional and the def2-TZVPD basis) of an isolated molecule of C3H3ClOS in a non-equilibrium geometry.

Cartesian coordinates (Å):
O -3.25 -0.23 -0.24
C -2.01 -0.51 0.17
S -0.93 1.00 -0.15
C 0.62 -0.02 -0.22
C 1.75 0.50 0.10
Cl 3.33 -0.06 -0.14
H -1.54 -1.39 0.60
H 0.39 -1.01 -0.71
H 1.64 1.72 0.58

Values from the calculation:
HOMO, eV: -9.40
Relative energy (zero: lowest compared OMol25 entry of this formula, charge and spin), kcal per mole: 56.36
Strongest force on any atom, Eh/bohr: 0.1791
SMILES: O=CS/C=C/Cl
Gap between HOMO and LUMO, eV: 9.2

***

3.
The following is a DFT calculation (the ωB97M-V functional and the def2-TZVPD basis) of an isolated molecule of C6H7NO2 in a non-equilibrium geometry.

Cartesian coordinates (Å):
N 2.68 0.21 -0.63
C 1.91 0.18 0.48
O 2.38 0.40 1.59
C 0.45 0.02 0.25
C -0.25 -1.13 0.33
C -1.72 -0.94 0.10
C -1.88 0.56 -0.13
C -0.48 1.14 -0.05
O -0.19 2.31 -0.22
H 2.70 -0.60 -1.24
H 3.38 0.95 -0.71
H 0.19 -2.11 0.51
H -2.29 -1.31 0.97
H -2.04 -1.55 -0.76
H -2.51 1.05 0.62
H -2.31 0.80 -1.12

Values from the calculation:
HOMO, eV: -9.66
Relative energy (zero: lowest compared OMol25 entry of this formula, charge and spin), kcal per mole: 8.24
Strongest force on any atom, Eh/bohr: 0.0535
SMILES: NC(=O)C1=CCCC1=O
Gap between HOMO and LUMO, eV: 10.1

***

4.
The following is a DFT calculation (the ωB97M-V functional and the def2-TZVPD basis) of a structure of composition C37H32AlN6O6S7.

Cartesian coordinates (Å):
Al -0.05 0.62 -0.04
O -1.96 -2.31 -7.48
C -2.09 -1.25 -6.69
O -2.87 -0.38 -6.94
C -1.22 -1.23 -5.41
C -1.44 0.09 -4.65
C -0.83 0.26 -3.25
C 0.04 -0.79 -2.63
C 1.05 -1.47 -3.42
C 1.23 -1.38 -4.74
N 0.12 -0.81 -1.31
C 0.89 -1.77 -0.66
C 1.60 -1.37 0.46
C 2.43 -2.23 1.23
C 3.17 -1.72 2.25
C 3.10 -0.34 2.55
C 2.25 0.45 1.83
N 1.51 -0.04 0.81
H -1.33 -2.96 -7.12
H -2.43 0.53 -4.77
H -1.52 0.64 -2.51
H 1.80 -2.00 -2.85
H 2.12 -1.81 -5.18
H 1.01 -2.76 -1.08
H 2.46 -3.28 0.97
H 3.82 -2.36 2.83
H 3.70 0.09 3.34
H 2.14 1.51 2.02
N -1.28 2.80 3.08
C -1.33 3.74 2.03
C -1.33 5.06 2.14
C -1.31 5.97 1.00
C -0.75 5.74 -0.20
C 0.05 4.57 -0.62
C -1.41 2.91 0.78
N -1.15 1.53 1.27
C -1.14 1.56 2.59
C -0.96 0.36 3.39
C -0.84 0.24 4.74
S -0.63 -1.39 5.18
C -0.71 -1.82 3.51
N -0.89 -0.83 2.70
H -1.27 3.05 4.05
H -1.38 5.51 3.12
H -1.77 6.93 1.16
H -0.84 6.51 -0.96
H 0.57 4.67 -1.56
H -0.88 1.00 5.50
H -0.62 -2.85 3.18
C -4.66 -4.69 -2.08
C -4.83 -3.30 -1.54
C -5.86 -2.47 -1.98
C -6.02 -1.19 -1.48
C -5.13 -0.73 -0.52
C -4.11 -1.53 -0.05
C -3.96 -2.81 -0.56
S -5.37 0.86 0.21
O -6.76 1.17 0.26
O -4.59 0.91 1.42
N -4.72 1.88 -0.95
C -3.28 2.12 -0.95
C -2.81 3.09 0.15
C -0.25 3.19 -0.19
O 0.83 3.88 0.37
O 0.06 2.09 -0.93
H -5.06 -4.78 -3.09
H -5.18 -5.41 -1.45
H -3.60 -4.97 -2.09
H -6.57 -2.85 -2.70
H -6.82 -0.55 -1.82
H -3.46 -1.17 0.73
H -3.16 -3.44 -0.19
H -5.27 2.73 -1.02
H -3.00 2.51 -1.93
H -2.79 1.15 -0.83
H -3.53 2.99 0.97
H -2.85 4.12 -0.22
C -3.28 -2.75 -4.48
S -1.47 -2.81 -4.55
C 0.27 -0.75 -5.69
C -0.23 0.72 -5.37
S 0.35 1.56 -3.87
S -0.38 1.74 -6.83
C 0.30 0.64 -8.02
S 0.41 1.02 -9.58
S 0.91 -0.87 -7.39
H -3.59 -3.72 -4.09
H -3.71 -2.61 -5.46
H -3.60 -1.96 -3.80

Values from the calculation:
HOMO, eV: -9.47
Relative energy (zero: lowest compared OMol25 entry of this formula, charge and spin), kcal per mole: 138.71
Strongest force on any atom, Eh/bohr: 0.0153
Net charge: +1
Gap between HOMO and LUMO, eV: 6.0

***

5.
The following is a DFT calculation (the ωB97M-V functional and the def2-TZVPD basis) of a structure of composition C35H25N8O2Ru.

Cartesian coordinates (Å):
Ru -0.16 -0.31 -0.47
C 1.12 3.06 -0.23
O 1.32 1.64 -0.03
C 2.45 1.23 0.62
C 3.41 2.10 1.09
C 4.53 1.58 1.74
C 4.69 0.20 1.93
C 3.75 -0.66 1.44
C 2.62 -0.17 0.77
N 1.65 -1.01 0.23
N 2.05 -2.24 0.10
C 1.32 -3.30 -0.25
C -0.17 -3.33 -0.32
O -0.85 -2.27 -0.11
C -0.83 -4.54 -0.60
C -0.11 -5.68 -0.80
C 1.33 -5.71 -0.76
C 2.01 -6.89 -0.99
C 3.41 -6.92 -0.95
C 4.12 -5.76 -0.69
C 3.45 -4.57 -0.46
C 2.04 -4.52 -0.49
H 1.88 3.45 -0.91
H 1.15 3.58 0.72
H 0.13 3.16 -0.68
H 3.32 3.16 0.97
H 5.28 2.27 2.11
H 5.56 -0.17 2.46
H 3.85 -1.73 1.58
H -1.91 -4.54 -0.62
H -0.63 -6.60 -1.01
H 1.45 -7.80 -1.18
H 3.93 -7.85 -1.13
H 5.20 -5.79 -0.67
H 4.00 -3.67 -0.25
C -1.58 0.85 3.52
C -0.73 0.47 2.49
N -1.17 0.42 1.23
C -2.46 0.75 0.98
C -3.29 1.12 2.03
N -2.85 1.17 3.29
C -2.86 0.72 -0.44
C -4.12 0.94 -0.96
C -4.32 0.84 -2.34
C -3.24 0.49 -3.17
C -2.01 0.27 -2.60
N -1.84 0.40 -1.27
C -0.76 -0.14 -3.30
C -0.66 -0.33 -4.67
N 0.48 -0.71 -5.24
C 1.54 -0.87 -4.47
C 1.48 -0.69 -3.09
N 0.33 -0.33 -2.52
C -5.65 1.08 -2.92
C -6.45 2.11 -2.44
C -7.69 2.30 -3.02
N -8.16 1.53 -4.00
C -7.40 0.53 -4.44
C -6.13 0.27 -3.95
H -1.23 0.90 4.54
H 0.30 0.20 2.67
H -4.32 1.38 1.87
H -4.95 1.17 -0.31
H -3.38 0.41 -4.24
H -1.51 -0.18 -5.33
H 2.47 -1.17 -4.95
H 2.34 -0.81 -2.45
H -6.10 2.78 -1.66
H -8.33 3.11 -2.70
H -7.82 -0.08 -5.23
H -5.55 -0.55 -4.34

Values from the calculation:
HOMO (alpha / beta), eV: -16.03 / -16.03
Spin multiplicity: 5
Strongest force on any atom, Eh/bohr: 0.0142
Net charge: +3
Gap between HOMO and LUMO (alpha / beta), eV: 6.4 / 4.5

***

6.
The following is a DFT calculation (the ωB97M-V functional and the def2-TZVPD basis) of a structure of composition C9H6BrN2O4W.

Cartesian coordinates (Å):
W 0.41 0.94 0.53
O 3.08 -2.37 1.82
C 2.48 -1.51 2.15
O 1.32 -0.17 -0.29
C 1.70 -0.24 3.10
O 1.94 -0.42 4.21
O 1.05 0.60 2.38
Br -1.73 0.07 0.54
N -0.75 4.45 -0.40
C -0.96 3.30 -0.99
N 0.11 2.46 -0.82
C 1.04 3.20 -0.06
C 2.30 2.77 0.39
C 2.93 3.64 1.29
C 2.37 4.88 1.62
C 1.15 5.32 1.10
C 0.48 4.44 0.28
H -1.40 5.24 -0.45
H -1.85 3.04 -1.55
H 2.87 1.99 -0.13
H 3.92 3.40 1.66
H 2.92 5.54 2.27
H 0.77 6.32 1.33

Values from the calculation:
HOMO, eV: -21.11
Relative energy (zero: lowest compared OMol25 entry of this formula, charge and spin), kcal per mole: 8.41
Strongest force on any atom, Eh/bohr: 0.0157
Net charge: +3
Gap between HOMO and LUMO, eV: 6.6

***

7.
The following is a DFT calculation (the ωB97M-V functional and the def2-TZVPD basis) of a cluster of 3 separate species, C2H9NO2 in total in a non-equilibrium geometry.

Cartesian coordinates (Å):
C 0.64 1.45 1.11
C -1.69 0.88 1.00
N -0.62 1.41 0.43
H 1.27 2.17 0.60
H 1.11 0.45 1.04
H 0.54 1.65 2.19
H -2.60 0.65 0.47
H -1.75 0.69 2.09
H 0.46 -1.92 -0.63
H 0.75 -3.42 -0.20
O 0.89 -2.50 0.02
H 0.21 0.25 -1.55
H -0.10 -0.40 -2.92
O 0.45 -0.49 -2.14

Values from the calculation:
HOMO (alpha / beta), eV: 0.71 / -3.20
Spin multiplicity: 2
Relative energy (zero: lowest compared OMol25 entry of this formula, charge and spin), kcal per mole: 11.13
Strongest force on any atom, Eh/bohr: 0.0346
Net charge: -1
Gap between HOMO and LUMO (alpha / beta), eV: 3.2 / 7.0

***

8.
The following is a DFT calculation (the ωB97M-V functional and the def2-TZVPD basis) of a cluster of 2 separate species, C5H11O3P in total in a non-equilibrium geometry.

Cartesian coordinates (Å):
C 2.03 -0.75 -2.93
C 0.03 -2.02 1.08
C -1.52 -0.04 1.78
C 0.49 2.39 -0.55
C -0.25 -0.45 1.11
O 2.19 -1.72 -3.60
O -1.78 -0.43 -1.29
O -0.72 1.70 -0.59
P -0.52 0.05 -0.72
H 2.21 0.33 -3.01
H -0.67 -2.47 0.51
H 1.01 -2.20 0.87
H -0.16 -2.42 2.09
H -1.43 1.06 1.82
H -1.88 -0.43 2.69
H -2.28 -0.25 0.96
H 1.22 1.62 -0.32
H 0.68 3.26 0.13
H 0.76 2.67 -1.57
H 0.59 0.09 1.55

Values from the calculation:
HOMO (alpha / beta), eV: -8.60 / -8.35
Relative energy (zero: lowest compared OMol25 entry of this formula, charge and spin), kcal per mole: 92.82
Strongest force on any atom, Eh/bohr: 0.1008
Gap between HOMO and LUMO (alpha / beta), eV: 8.6 / 6.9

***

9.
The following is a DFT calculation (the ωB97M-V functional and the def2-TZVPD basis) of a structure of composition C13H7FFeI2NO5.

Cartesian coordinates (Å):
Fe -0.10 -1.53 -0.97
O 0.20 4.43 -2.15
C 0.10 3.11 -1.88
C -1.14 2.47 -1.78
C -1.15 1.12 -1.50
N -0.01 0.46 -1.31
C 1.17 1.04 -1.46
C 1.28 2.38 -1.73
C 2.32 0.02 -1.41
O 3.47 0.42 -1.43
O 1.89 -1.19 -1.36
C -2.37 0.20 -1.48
O -3.49 0.70 -1.53
O -2.05 -1.04 -1.39
H -0.68 4.81 -2.24
H -2.08 2.99 -1.94
H 2.25 2.84 -1.86
I -0.25 -4.04 -1.06
I -0.09 -7.16 -0.35
F 0.22 -0.72 5.05
C 0.14 -0.92 3.71
C 1.14 -1.64 3.09
C 1.04 -1.85 1.72
C -0.03 -1.34 1.01
C -1.03 -0.62 1.66
C -0.95 -0.41 3.03
H 1.97 -2.02 3.66
H 1.82 -2.41 1.21
H -1.88 -0.24 1.12
H -1.71 0.13 3.57

Values from the calculation:
HOMO (alpha / beta), eV: -5.66 / -6.01
Spin multiplicity: 5
Relative energy (zero: lowest compared OMol25 entry of this formula, charge and spin), kcal per mole: 0.00
Strongest force on any atom, Eh/bohr: 0.0122
Net charge: -1
Gap between HOMO and LUMO (alpha / beta), eV: 6.8 / 6.3

***

10.
The following is a DFT calculation (the ωB97M-V functional and the def2-TZVPD basis) of an isolated molecule of C4H9N3O in a non-equilibrium geometry.

Cartesian coordinates (Å):
N 0.24 1.98 1.53
C -0.06 0.65 1.50
O 0.10 0.05 2.55
N -0.44 -0.04 0.30
C -0.53 0.54 -1.00
C 0.42 -0.36 -1.72
N 0.12 -1.65 -0.97
C -0.23 -1.42 0.48
H -0.12 2.50 0.69
H 0.10 2.46 2.45
H -0.46 1.56 -1.12
H -1.60 0.35 -1.32
H 0.26 -0.53 -2.80
H 1.56 -0.18 -1.67
H 0.98 -2.22 -1.00
H 0.73 -1.67 1.15
H -1.06 -2.00 0.93

Values from the calculation:
HOMO, eV: -8.86
Relative energy (zero: lowest compared OMol25 entry of this formula, charge and spin), kcal per mole: 42.62
Strongest force on any atom, Eh/bohr: 0.1468
SMILES: NC(=O)N1CCNC1
Gap between HOMO and LUMO, eV: 9.6

***

11.
The following is a DFT calculation (the ωB97M-V functional and the def2-TZVPD basis) of a structure of composition C16H16F3IrN2O5S2.

Cartesian coordinates (Å):
Ir 0.46 0.18 -1.95
N 2.54 0.27 -1.74
C 3.16 1.51 -2.27
C 2.20 2.68 -2.23
C 1.15 2.62 -3.35
O 1.05 3.53 -4.14
O 0.42 1.53 -3.43
H 2.68 0.14 -0.74
H 2.97 -0.53 -2.21
H 3.45 1.32 -3.30
H 4.08 1.73 -1.71
H 2.75 3.61 -2.36
H 1.69 2.73 -1.26
F -2.24 -4.33 -1.95
C -2.76 -3.62 -2.97
F -2.03 -3.93 -4.06
F -4.00 -4.08 -3.18
C -2.75 -2.15 -2.69
C -3.92 -1.43 -2.52
C -3.87 -0.07 -2.22
C -2.64 0.54 -2.09
N -1.52 -0.16 -2.29
C -1.54 -1.47 -2.56
S 0.12 -1.98 -2.63
H -4.87 -1.93 -2.61
H -4.77 0.50 -2.08
H -2.52 1.58 -1.83
C 1.44 -0.16 6.52
C 1.01 -0.05 5.08
C 0.16 -0.99 4.51
C -0.25 -0.88 3.20
C 0.20 0.19 2.44
C 1.05 1.14 2.98
C 1.45 1.01 4.30
S -0.30 0.31 0.76
O -1.62 -0.23 0.64
O -0.11 1.69 0.31
O 0.72 -0.55 0.00
H 1.21 -1.15 6.92
H 0.91 0.58 7.13
H 2.50 0.02 6.63
H -0.19 -1.82 5.11
H -0.93 -1.60 2.75
H 1.38 1.97 2.37
H 2.11 1.76 4.73

Values from the calculation:
HOMO, eV: -8.33
Relative energy (zero: lowest compared OMol25 entry of this formula, charge and spin), kcal per mole: 10.69
Strongest force on any atom, Eh/bohr: 0.0163
Gap between HOMO and LUMO, eV: 7.6

***

12.
The following is a DFT calculation (the ωB97M-V functional and the def2-TZVPD basis) of a structure of composition C12H32B2CuF8O12S4 in a non-equilibrium geometry.

Cartesian coordinates (Å):
Cu -0.20 -0.80 1.90
B -1.20 -0.47 5.41
F -0.45 -1.58 5.07
F -0.37 0.68 5.75
F -2.00 -0.14 4.30
F -1.94 -0.84 6.51
B 0.14 -4.45 0.73
F -0.03 -4.25 -0.57
F -1.06 -4.01 1.39
F 0.48 -5.70 0.95
F 1.16 -3.61 1.04
O 2.37 1.34 -3.88
S 1.71 0.11 -3.55
O 1.25 -0.08 -2.13
O 0.35 0.07 -4.60
C 0.53 0.11 -5.97
C -0.53 0.91 -6.64
C 2.64 -1.38 -4.06
H 0.64 -0.87 -6.45
H 1.40 0.77 -6.05
H -1.51 0.50 -6.44
H -0.46 1.00 -7.73
H -0.66 1.92 -6.24
H 2.00 -2.27 -4.04
H 3.63 -1.39 -3.62
H 2.85 -1.25 -5.12
O 5.80 -0.34 4.13
S 5.12 -1.21 3.19
O 3.83 -0.67 2.71
O 6.01 -1.63 1.92
C 7.36 -1.22 1.87
C 7.77 -1.60 0.42
C 4.86 -2.94 4.05
H 7.94 -1.82 2.58
H 7.40 -0.16 2.08
H 7.71 -2.64 0.08
H 8.75 -1.23 0.12
H 7.20 -1.16 -0.39
H 4.81 -3.79 3.36
H 3.87 -2.96 4.50
H 5.50 -3.21 4.89
O -5.07 0.05 -2.46
S -4.55 -1.12 -1.74
O -3.46 -1.00 -0.80
O -5.86 -1.78 -0.87
C -7.17 -1.73 -1.30
C -7.82 -0.41 -0.89
C -4.33 -2.61 -2.89
H -7.44 -2.59 -0.69
H -7.48 -2.13 -2.26
H -8.90 -0.50 -0.76
H -7.53 0.29 -1.67
H -7.59 0.06 0.06
H -3.46 -2.63 -3.55
H -5.26 -2.90 -3.39
H -4.08 -3.42 -2.20
O -0.51 3.15 2.11
S -1.37 4.14 1.41
O -2.83 3.93 1.24
O -1.08 5.60 2.14
C -1.51 5.77 3.41
C -0.45 5.56 4.52
C -0.67 4.45 -0.26
H -2.20 4.94 3.54
H -1.95 6.77 3.44
H -0.07 4.55 4.38
H -0.78 5.87 5.51
H 0.35 6.25 4.27
H -0.96 3.69 -0.98
H 0.42 4.50 -0.27
H -1.04 5.44 -0.55

Values from the calculation:
HOMO (alpha / beta), eV: -10.66 / -10.64
Spin multiplicity: 2
Relative energy (zero: lowest compared OMol25 entry of this formula, charge and spin), kcal per mole: 286.90
Strongest force on any atom, Eh/bohr: 0.1024
Gap between HOMO and LUMO (alpha / beta), eV: 8.3 / 2.3

***

> Which of these has the lowest strongest force on any atom?

C13H7FFeI2NO5